The following is a DFT calculation (wB97M-V/def2-TZVPD) of a structure of composition C24H96FeO28S in a non-equilibrium geometry.

Geometry as XYZ:
```
150
Properties=species:S:1:pos:R:3:forces:R:3:mulliken_spin:R:1
Fe -0.4093 1.8783 -1.6941 -0.2 -0.1 -1.4 4.3722
S 0.1107 0.1521 0.3292 -0.2 -1.6 0.3 0.0364
O -0.3074 1.5060 0.1342 -2.3 7.8 5.5 0.1424
O 0.0679 0.0649 -1.1193 1.4 -5.9 -5.1 0.1288
O 1.4166 0.0524 0.8868 0.5 -0.2 0.8 0.0167
O -0.8646 -0.6611 1.0333 0.2 0.0 -0.5 0.0100
C 5.3603 -4.1066 2.3847 1.7 0.9 0.3 0.0000
O 3.9735 -4.0883 2.3508 -0.2 -1.1 0.4 0.0000
H 5.8659 -4.8352 3.0185 -1.0 -0.7 0.1 0.0000
H 5.8649 -4.1986 1.4229 -0.3 -0.1 -0.4 0.0000
H 5.7559 -3.1997 2.8420 0.0 0.6 -0.1 0.0000
H 3.6846 -3.3711 1.7818 0.0 0.4 -0.1 0.0001
C -1.4718 2.8149 -4.6762 0.1 0.1 -0.2 -0.0003
O -0.9008 3.1217 -3.3718 -0.3 -0.1 -0.8 0.0340
H -1.5627 1.7408 -4.8379 0.1 0.1 0.4 0.0000
H -2.4480 3.2943 -4.7499 0.0 -0.1 0.0 0.0008
H -0.7981 3.2078 -5.4377 -0.1 0.0 0.0 0.0020
H -0.7734 4.0732 -3.3805 0.1 0.1 0.4 0.0010
C -3.1870 0.6295 -1.2965 -0.3 -0.7 1.3 -0.0121
O -2.1994 0.9298 -2.2472 0.2 2.1 -0.1 0.0759
H -4.1854 0.4982 -1.7137 0.1 0.4 -0.3 0.0026
H -2.8975 -0.3433 -0.8990 -0.3 0.0 0.6 0.0069
H -3.1774 1.4017 -0.5273 -0.1 -0.2 0.0 0.0030
H -2.2611 0.1809 -2.8447 0.6 -1.4 -1.5 0.0010
C -2.1292 -3.8772 0.4997 -0.5 -0.1 -0.1 0.0006
O -1.7578 -2.8203 -0.3548 0.3 0.0 -1.2 0.0029
H -3.1703 -4.0921 0.2591 -0.2 -0.1 0.6 0.0000
H -1.5871 -4.7786 0.2140 0.3 0.0 0.2 0.0000
H -1.9580 -3.6480 1.5515 -0.2 -0.1 0.0 -0.0003
H -1.5583 -1.9813 0.0670 0.1 -0.2 0.6 -0.0067
C 2.0339 3.4261 -0.2897 0.7 1.3 0.2 0.0070
O 0.9903 3.3807 -1.2990 0.3 -0.4 0.4 0.0603
H 2.9947 3.4429 -0.8042 0.1 -0.4 0.0 0.0013
H 1.9102 4.4153 0.1511 0.1 -0.2 0.6 0.0037
H 2.0320 2.6439 0.4695 -0.6 0.0 -0.5 -0.0033
H 1.3181 4.0081 -1.9475 -0.3 -0.1 -0.4 0.0024
C 2.8626 -2.6199 -6.7158 0.5 -0.9 0.8 0.0000
O 2.2099 -1.6624 -5.9115 -0.1 0.9 -0.6 -0.0002
H 3.2498 -2.1965 -7.6425 -0.5 0.0 0.1 0.0000
H 3.7048 -3.0156 -6.1480 0.4 0.1 -0.1 0.0000
H 2.2227 -3.4968 -6.8141 -0.2 0.1 -0.8 0.0000
H 1.9978 -2.0860 -5.0765 -0.2 -0.4 0.7 0.0000
C 1.3065 1.4260 -6.8431 0.3 0.9 -1.6 0.0000
O 0.9198 0.6191 -5.7927 -0.9 0.6 0.9 -0.0002
H 2.3730 1.6513 -6.8385 0.1 0.2 0.2 0.0000
H 1.1117 0.9916 -7.8236 -0.1 -0.4 -0.1 0.0001
H 0.7246 2.3473 -6.8721 0.1 0.2 0.4 0.0000
H 1.2992 -0.2431 -5.9776 0.5 -1.1 0.2 -0.0002
C -0.2322 3.1420 3.5151 -1.7 -0.3 0.5 -0.0010
O 0.3545 4.4337 3.3027 0.3 -1.3 -0.1 -0.0001
H -0.4877 2.9978 4.5649 0.2 0.1 0.2 -0.0001
H -1.1965 3.0862 3.0100 0.1 0.4 -0.1 0.0009
H 0.2544 2.2226 3.1892 1.0 0.5 -0.3 0.0010
H 1.2600 4.3386 3.6068 0.3 0.3 0.1 0.0000
C 2.4308 1.6651 5.9336 -0.2 -0.3 0.4 0.0000
O 2.0562 0.3552 6.4143 0.3 1.2 -0.4 0.0000
H 3.5170 1.7540 5.9539 -0.1 -0.2 0.0 0.0000
H 2.0510 1.8764 4.9340 0.1 -0.4 -0.4 0.0001
H 2.0023 2.4713 6.5290 0.1 -0.1 0.5 0.0000
H 1.1009 0.3939 6.5013 -0.1 -0.2 0.2 0.0000
C -6.2169 2.1111 2.1500 -0.2 0.6 0.9 -0.0001
O -4.9057 2.5378 2.0234 1.7 0.4 -0.9 0.0000
H -6.6040 1.6925 1.2210 -0.4 0.0 0.1 0.0000
H -6.2508 1.4208 2.9930 -0.6 -0.4 -0.1 0.0000
H -6.6943 3.0400 2.4620 -0.9 -0.4 -0.2 0.0000
H -4.3752 1.7974 1.7201 0.4 -0.2 0.2 0.0003
C -1.8156 -2.5256 6.6880 -0.1 -0.7 1.3 0.0000
O -2.0661 -3.0004 5.4056 -0.2 0.0 -0.5 0.0000
H -2.1594 -3.2941 7.3803 -0.1 0.0 0.1 0.0000
H -0.7500 -2.4407 6.9011 0.2 0.3 -0.1 0.0000
H -2.3403 -1.6122 6.9680 0.0 0.3 -0.3 0.0000
H -1.4830 -2.5050 4.8258 -0.1 0.0 -0.6 -0.0001
C -1.0991 -1.6547 -4.3693 -0.5 -0.2 0.2 -0.0021
O -2.3343 -1.1413 -3.8122 0.8 0.9 -0.1 0.0009
H -1.1925 -2.7404 -4.3962 0.4 0.0 0.0 0.0003
H -0.9163 -1.2810 -5.3768 -0.3 0.1 0.0 -0.0003
H -0.2625 -1.3505 -3.7403 -0.1 -0.1 0.1 0.0016
H -3.0025 -1.8297 -3.7781 -0.2 -0.5 -0.3 -0.0003
C 5.2632 -0.3821 -1.4306 1.1 -0.6 0.7 0.0002
O 5.2136 1.0325 -1.4971 -0.2 -0.5 -0.7 0.0001
H 6.1205 -0.6923 -0.8332 0.3 0.0 0.3 0.0000
H 4.4209 -0.8059 -0.8838 -0.3 -0.1 -0.4 -0.0002
H 5.4815 -0.8924 -2.3687 -0.6 0.5 -0.4 0.0000
H 4.7956 1.2369 -0.6574 -0.1 0.4 0.5 0.0000
C 2.2659 0.6535 -2.8856 1.0 -1.1 0.2 0.0046
O 1.0451 1.3389 -3.1003 -0.3 0.6 0.3 0.0538
H 2.5139 0.6369 -1.8243 -0.1 0.1 -0.1 -0.0001
H 2.1722 -0.3679 -3.2545 -0.1 -0.1 0.2 0.0023
H 3.1031 1.0908 -3.4295 -0.2 0.4 0.1 0.0042
H 0.9576 1.4345 -4.0515 -0.4 -0.2 -1.0 0.0019
C -3.8880 -0.8254 2.7488 -0.8 -0.4 0.5 -0.0003
O -3.1432 0.2226 2.1855 0.4 0.3 -0.2 0.0007
H -4.2749 -1.5094 1.9935 -0.4 0.1 -0.2 0.0002
H -3.3437 -1.4587 3.4492 0.3 0.3 0.2 0.0001
H -4.6803 -0.3093 3.2911 -0.3 -0.5 0.0 -0.0001
H -2.3507 -0.1791 1.8220 0.3 0.4 -0.2 0.0015
C -4.4413 -3.2274 -2.3248 0.4 -0.8 1.9 -0.0002
O -4.0630 -3.2843 -3.6644 -0.1 0.2 -0.7 0.0000
H -3.6907 -2.6925 -1.7429 -0.1 0.5 -0.3 0.0001
H -5.4505 -2.8705 -2.1188 0.0 0.3 -0.3 -0.0001
H -4.3544 -4.2218 -1.8871 -0.3 -0.3 0.1 0.0000
H -4.6464 -3.9339 -4.0636 0.1 0.1 -0.5 0.0000
C 1.5449 -3.1616 0.5782 -1.3 -0.7 0.2 0.0005
O 2.6137 -2.3158 0.7792 1.7 0.4 -0.4 -0.0013
H 0.9973 -3.1682 1.5206 -0.6 -0.4 0.0 0.0000
H 0.9286 -2.7455 -0.2188 -0.4 -0.3 -0.2 -0.0025
H 1.8277 -4.1853 0.3328 0.3 0.2 0.0 0.0001
H 2.1814 -1.4594 0.8141 0.6 0.4 0.3 0.0016
C -3.4407 2.5661 4.8229 -0.2 1.3 0.9 0.0001
O -2.7809 1.3424 4.9820 0.0 -0.2 -0.3 -0.0001
H -3.1932 3.1778 5.6905 0.0 0.0 0.1 0.0000
H -3.1425 3.1648 3.9623 0.1 -0.3 -0.3 0.0000
H -4.5289 2.5031 4.8175 -0.1 -0.3 -0.1 0.0000
H -3.0087 0.8437 4.1940 0.3 -0.4 -0.2 0.0000
C 4.4955 0.3041 2.0838 1.2 -1.0 -0.2 -0.0002
O 3.9117 0.8029 0.9108 -0.4 0.9 -0.2 0.0010
H 4.6672 -0.7683 1.9918 -0.1 -0.3 -0.1 0.0000
H 5.4945 0.7400 2.0811 -0.1 0.2 0.7 0.0000
H 3.9454 0.4187 3.0179 -0.1 0.6 -0.1 0.0000
H 2.9693 0.6207 0.8914 0.0 -0.1 0.1 -0.0016
C 0.4889 -0.9816 4.1266 1.1 -0.7 0.8 -0.0010
O -0.6711 -1.5158 3.5712 -0.9 0.4 -0.1 -0.0002
H 0.4511 -1.0889 5.2107 -0.1 -0.2 -0.1 0.0000
H 1.3081 -1.6047 3.7677 0.6 0.3 0.2 0.0001
H 0.7028 0.0711 3.9416 -0.3 0.1 -0.4 0.0001
H -0.6774 -1.2615 2.6455 -0.1 -0.2 -0.1 -0.0023
C 2.9911 -3.0466 -2.7653 0.2 0.6 -0.1 -0.0002
O 1.7217 -2.8714 -3.4643 2.1 0.3 0.1 0.0009
H 3.0759 -2.4186 -1.8784 -0.7 -0.4 0.5 0.0002
H 3.2808 -4.0809 -2.5800 -0.6 -0.1 0.2 -0.0001
H 3.8526 -2.6448 -3.2988 -0.4 0.1 -1.0 0.0001
H 1.0447 -3.3347 -2.9656 -0.6 -0.5 0.3 0.0000
C -0.9459 -5.3930 -2.6972 0.0 -1.7 -1.0 0.0000
O -0.2395 -4.3636 -2.1608 1.3 2.0 0.7 -0.0001
H -0.2703 -5.8225 -3.4368 -0.2 -0.4 -0.1 0.0000
H -1.1343 -6.1343 -1.9206 -0.4 -0.3 -0.2 0.0000
H -1.8421 -5.0982 -3.2431 -0.3 0.1 0.2 0.0000
H -0.7500 -3.8982 -1.4942 -0.2 0.5 0.2 -0.0002
C -1.7105 4.1344 0.3211 -0.3 2.2 1.7 -0.0038
O -1.7016 3.4410 -0.9082 -0.2 -0.1 -0.1 0.0420
H -0.8244 4.1299 0.9558 0.1 -1.1 -0.6 -0.0002
H -1.7905 5.2082 0.1521 0.1 0.2 -0.6 0.0037
H -2.6136 3.9532 0.9040 0.1 -0.8 0.1 0.0016
H -2.5649 3.6799 -1.2533 -0.1 -0.4 -0.7 0.0021
C 0.3083 7.6320 1.9315 -0.5 0.2 -0.3 0.0001
O 0.4485 6.3175 1.3521 0.3 1.3 0.0 0.0002
H -0.6116 7.7489 2.5044 -0.3 -0.3 -0.1 0.0000
H 1.0659 8.0128 2.6165 0.7 -0.7 -0.1 0.0000
H 0.2710 8.3542 1.1159 0.0 -0.2 -0.1 0.0000
H 0.4277 5.6643 2.0553 -0.1 -0.2 0.4 -0.0001
```
Forces are in eV/Å.

Calculated values
Net charge: +1
Multiplicity: 6
HOMO (alpha / beta), eV: -11.2 / -11.2
Frontier orbital gap (alpha / beta), eV: 8.36 / 6.41